Record 1
A molecular structure, C30H53IN7O2P at a distorted geometry. Source: the OMol25 dataset; level of theory: the ωB97M-V functional and the def2-TZVPD basis.

Properties
Gap between HOMO and LUMO: 9.1 eV
Highest occupied orbital energy: -0.3236 Eh
Charge: 0
LUMO level: 0.3 eV

Element x y z (Å)
O: 1.59 0.73 0.60
C: 1.26 0.29 -0.43
I: -0.55 -0.96 -0.49
C: 2.02 0.29 -1.71
P: 3.49 -0.87 -1.62
O: 2.74 -2.25 -2.15
H: 2.36 1.32 -1.89
H: 1.41 -0.05 -2.55
H: 3.35 -1.09 -0.24
H: 2.14 -2.66 -1.51
C: -3.84 3.13 -2.08
C: -3.60 2.48 -3.43
C: -2.51 1.40 -3.39
C: -1.22 1.94 -2.97
N: -0.21 2.38 -2.63
H: -2.94 3.64 -1.72
H: -4.65 3.86 -2.15
H: -4.12 2.38 -1.33
H: -3.32 3.23 -4.17
H: -4.52 2.01 -3.79
H: -2.38 0.93 -4.37
H: -2.78 0.61 -2.68
C: 4.63 3.33 0.93
C: 4.66 1.98 1.65
C: 6.08 1.47 1.91
C: 6.82 1.27 0.66
N: 7.38 1.08 -0.33
H: 5.10 3.26 -0.05
H: 3.61 3.67 0.79
H: 5.17 4.09 1.51
H: 4.12 1.24 1.06
H: 4.15 2.06 2.61
H: 6.05 0.51 2.42
H: 6.64 2.17 2.53
C: 9.32 -2.44 0.19
C: 8.60 -3.57 0.90
C: 7.15 -3.73 0.42
C: 6.35 -2.54 0.69
N: 5.68 -1.62 0.89
H: 8.84 -1.47 0.37
H: 10.36 -2.37 0.52
H: 9.33 -2.59 -0.90
H: 8.60 -3.41 1.97
H: 9.11 -4.52 0.72
H: 6.65 -4.57 0.91
H: 7.11 -3.92 -0.65
C: -6.97 6.35 0.76
C: -6.09 7.03 -0.29
C: -6.75 7.09 -1.67
C: -7.03 5.75 -2.19
N: -7.25 4.68 -2.57
H: -7.16 5.31 0.49
H: -6.48 6.36 1.73
H: -7.93 6.86 0.86
H: -5.13 6.51 -0.37
H: -5.87 8.06 0.02
H: -6.11 7.60 -2.39
H: -7.69 7.63 -1.63
C: 2.54 -2.11 2.13
C: 1.95 -3.33 2.82
C: 2.98 -4.44 3.03
C: 3.56 -4.91 1.77
N: 3.99 -5.24 0.75
H: 2.92 -2.38 1.14
H: 1.79 -1.33 2.01
H: 3.38 -1.69 2.70
H: 1.12 -3.72 2.22
H: 1.54 -3.06 3.79
H: 2.54 -5.30 3.54
H: 3.80 -4.07 3.66
C: -1.51 -4.58 -0.17
C: -2.67 -3.77 0.41
C: -2.26 -2.98 1.66
C: -1.81 -3.84 2.75
N: -1.45 -4.52 3.61
H: -1.16 -5.33 0.54
H: -1.82 -5.09 -1.08
H: -0.68 -3.92 -0.42
H: -3.50 -4.44 0.67
H: -3.03 -3.06 -0.32
H: -3.10 -2.38 2.03
H: -1.46 -2.28 1.41
C: -6.85 -0.31 -1.85
C: -6.70 -0.64 -0.37
C: -5.50 0.07 0.27
C: -4.24 -0.32 -0.35
N: -3.26 -0.63 -0.87
H: -5.98 -0.64 -2.42
H: -7.73 -0.80 -2.27
H: -6.97 0.76 -2.00
H: -6.59 -1.72 -0.24
H: -7.60 -0.34 0.17
H: -5.44 -0.17 1.34
H: -5.60 1.15 0.18

Record 2
9 unconnected molecules or ions with the total composition C30H53NO10 at a distorted geometry. Source: the OMol25 dataset; level of theory: the ωB97M-V functional and the def2-TZVPD basis.

Properties
Gap between HOMO and LUMO: 7.9 eV
Highest occupied orbital energy: -0.3351 Eh
Charge: 0
SMILES: O=[N+]([O-])c1ccccc1.CC(C)=O.CC(C)=O.CC(C)=O.CC(C)=O.CC(C)=O.CC(C)=O.CC(C)=O.CC(C)=O
LUMO level: -1.2 eV

Element x y z (Å)
O: 10.17 -32.31 7.62
N: 10.86 -33.31 7.82
O: 10.50 -34.19 8.61
C: 12.20 -33.44 7.20
C: 13.22 -34.26 7.79
C: 14.56 -34.19 7.29
C: 14.79 -33.45 6.20
C: 13.85 -32.74 5.48
C: 12.57 -32.68 6.06
H: 12.87 -34.84 8.63
H: 15.37 -34.59 7.89
H: 15.82 -33.44 5.88
H: 13.97 -32.19 4.56
H: 11.82 -32.05 5.60
C: 5.76 -33.43 1.92
C: 7.02 -34.38 2.21
C: 7.65 -35.22 1.08
O: 7.57 -34.45 3.33
H: 5.99 -32.69 1.16
H: 5.58 -32.81 2.81
H: 4.79 -33.76 1.56
H: 8.73 -35.11 1.05
H: 7.10 -34.92 0.18
H: 7.30 -36.21 1.36
C: 11.37 -37.21 3.00
C: 10.90 -37.25 1.53
C: 9.80 -38.21 1.10
O: 11.51 -36.59 0.71
H: 12.39 -37.58 3.11
H: 10.71 -37.71 3.71
H: 11.22 -36.14 3.16
H: 8.84 -37.70 1.17
H: 9.66 -39.12 1.69
H: 9.91 -38.43 0.04
C: 6.76 -40.70 4.60
C: 6.39 -41.80 5.60
C: 6.56 -41.56 7.16
O: 5.80 -42.79 5.26
H: 6.29 -39.73 4.78
H: 6.61 -41.07 3.59
H: 7.84 -40.64 4.65
H: 6.41 -40.49 7.33
H: 7.51 -41.89 7.56
H: 5.74 -42.13 7.60
C: 2.76 -36.32 5.93
C: 2.74 -34.91 5.41
C: 3.54 -34.69 4.12
O: 2.10 -33.98 5.88
H: 2.47 -36.45 6.98
H: 3.78 -36.70 5.88
H: 2.22 -36.99 5.27
H: 3.75 -35.59 3.55
H: 4.48 -34.20 4.38
H: 3.03 -33.99 3.45
C: 7.43 -34.02 9.86
C: 6.76 -32.61 9.86
C: 7.62 -31.58 10.48
O: 5.58 -32.35 9.70
H: 8.18 -34.15 10.64
H: 7.99 -34.15 8.94
H: 6.54 -34.61 10.09
H: 7.97 -32.01 11.41
H: 7.10 -30.67 10.79
H: 8.56 -31.45 9.95
C: 8.92 -37.27 10.09
C: 9.07 -37.73 11.59
C: 10.34 -38.43 11.99
O: 8.20 -37.59 12.47
H: 7.86 -37.06 9.94
H: 9.23 -38.04 9.38
H: 9.34 -36.31 9.78
H: 10.66 -39.25 11.35
H: 9.99 -38.87 12.92
H: 11.17 -37.81 12.34
C: 12.61 -38.02 9.19
C: 12.66 -38.42 7.76
C: 13.89 -38.30 6.87
O: 11.64 -38.97 7.26
H: 13.61 -37.95 9.63
H: 12.11 -38.73 9.84
H: 12.24 -37.00 9.30
H: 13.74 -37.86 5.89
H: 14.32 -39.30 6.76
H: 14.62 -37.62 7.30
C: 8.36 -38.34 6.30
C: 7.94 -36.89 5.99
C: 9.06 -35.82 6.01
O: 6.77 -36.51 5.82
H: 8.75 -38.79 5.38
H: 7.44 -38.85 6.60
H: 9.09 -38.28 7.10
H: 9.32 -35.61 7.05
H: 8.59 -34.88 5.70
H: 9.94 -36.07 5.43

Record 3
A molecular structure, C30H54AsN6S2SeSi2V. Source: the OMol25 dataset; level of theory: the ωB97M-V functional and the def2-TZVPD basis.

Properties
Gap between HOMO and LUMO (alpha / beta): 6.8 / 8.3 eV
Spin multiplicity: 3
Highest occupied orbital energy (alpha / beta): -0.4681 / -0.4809 Eh
<S²>: 2.415
Charge: +2
LUMO level (alpha / beta): -6.0 / -4.8 eV
Relative energy (zero: lowest compared OMol25 entry of this formula, charge and spin): 0.00 kJ/mol

Element x y z (Å)
V: 0.44 0.98 0.45
C: 0.06 -1.03 5.50
Si: 1.21 -1.02 4.05
C: 2.99 -0.94 4.57
C: 0.92 -2.48 2.91
As: 0.77 0.94 2.78
Si: 0.84 3.01 3.93
C: -0.75 3.93 3.56
C: 2.33 3.94 3.29
C: 0.96 2.65 5.75
H: 0.18 -1.98 6.04
H: -0.99 -0.96 5.19
H: 0.26 -0.22 6.20
H: 3.20 -1.77 5.24
H: 3.25 -0.02 5.09
H: 3.66 -1.03 3.70
H: 1.65 -3.26 3.13
H: 1.01 -2.21 1.86
H: -0.08 -2.90 3.06
H: -1.33 3.53 2.73
H: -0.54 4.99 3.37
H: -1.41 3.89 4.44
H: 2.58 3.69 2.26
H: 3.21 3.73 3.91
H: 2.15 5.02 3.34
H: 0.07 2.15 6.12
H: 1.05 3.60 6.29
H: 1.84 2.05 6.01
N: 3.80 -0.26 0.74
C: 3.18 -1.14 -0.03
S: 1.54 -0.94 -0.51
N: 3.85 -2.22 -0.42
C: 3.31 -3.28 -1.24
C: 3.15 -4.54 -0.68
C: 2.66 -5.57 -1.46
C: 2.31 -5.34 -2.78
C: 2.47 -4.07 -3.33
C: 2.98 -3.04 -2.56
H: 3.29 0.54 1.10
H: 4.78 -0.35 0.98
H: 4.77 -2.38 -0.03
H: 3.42 -4.71 0.36
H: 2.55 -6.56 -1.03
H: 1.93 -6.15 -3.39
H: 2.22 -3.89 -4.37
H: 3.13 -2.05 -2.99
C: -4.34 3.35 -0.83
C: -4.42 2.40 -2.02
C: -3.35 2.68 -3.07
C: -1.95 2.25 -2.66
N: -1.80 0.79 -2.64
C: -1.81 -0.03 -1.58
Se: -1.96 0.50 0.25
N: -1.67 -1.30 -2.00
C: -1.56 -2.45 -1.08
C: -2.20 -3.74 -1.56
C: -2.40 -4.70 -0.39
C: -1.10 -5.09 0.30
C: -1.56 -1.30 -3.40
C: -1.36 -2.31 -4.34
C: -1.28 -1.93 -5.66
C: -1.39 -0.59 -6.06
C: -1.58 0.41 -5.13
C: -1.66 0.03 -3.80
H: -5.10 3.13 -0.09
H: -4.48 4.39 -1.15
H: -3.37 3.28 -0.32
H: -5.40 2.48 -2.48
H: -4.34 1.37 -1.68
H: -3.32 3.76 -3.28
H: -3.61 2.20 -4.02
H: -1.70 2.61 -1.66
H: -1.19 2.63 -3.35
H: -2.06 -2.14 -0.16
H: -0.51 -2.59 -0.84
H: -1.56 -4.23 -2.30
H: -3.16 -3.52 -2.04
H: -2.90 -5.60 -0.76
H: -3.09 -4.25 0.33
H: -0.37 -5.46 -0.43
H: -1.26 -5.87 1.03
H: -0.64 -4.24 0.82
H: -1.27 -3.35 -4.06
H: -1.14 -2.69 -6.42
H: -1.33 -0.35 -7.11
H: -1.66 1.45 -5.43
C: -0.53 5.80 0.36
N: 0.03 4.47 0.19
C: 1.16 4.21 -0.45
N: 1.83 5.23 -0.98
S: 1.82 2.63 -0.66
H: -1.49 5.71 0.86
H: -0.70 6.28 -0.60
H: 0.12 6.42 0.98
H: -0.44 3.69 0.63
H: 1.53 6.18 -0.90
H: 2.68 5.04 -1.50